Record 1
Here is C17H21BCrN6O3S as an isolated structure from the OMol25 dataset. Energies are from ωB97M-V/def2-TZVPD.

Results
LUMO level (alpha / beta) = -1.67 / -3.69 eV
2S+1 = 5
Orbital gap (alpha / beta) = 6.99 / 4.27 eV
⟨S²⟩ = 6.075
Total energy = -2682.02893 a.u.

Each line ends with the Löwdin charge.
Cartesian coordinates (Å):
Cr (0.80763, 0.43221, -0.39559)  0.55
S (-1.95140, 0.06384, 1.32336)  0.84
O (-1.72937, 1.12410, 2.41453)  -0.23
O (-1.11323, 0.66701, -0.07654)  -0.44
O (-3.30883, 0.64896, 0.90907)  -0.20
N (1.34697, 1.21508, -3.30613)  -0.02
N (2.92847, 0.28333, -0.88198)  -0.02
N (0.51133, 0.45793, -2.54921)  -0.03
N (1.85332, 3.03722, -1.63472)  -0.02
N (3.41990, 1.06951, -1.87371)  -0.02
N (1.09684, 2.58403, -0.60260)  -0.02
C (1.12792, 0.43921, 1.64553)  -0.24
C (-2.63627, -1.45191, 2.04168)  -0.27
C (4.74647, 0.82628, -2.03477)  -0.07
C (1.00476, 1.10165, -4.61574)  -0.07
C (-2.82473, -1.50756, 3.43289)  -0.04
C (3.94407, -0.46060, -0.41412)  -0.12
C (-3.87651, -3.68422, 3.24467)  -0.26
C (5.12669, -0.15087, -1.11497)  -0.06
C (-0.36131, -0.13613, -3.37926)  -0.12
C (-3.43763, -2.61185, 4.02856)  -0.02
C (-0.08963, 0.24183, -4.70940)  -0.06
C (-4.56581, -4.84560, 3.90505)  -0.05
C (-3.67990, -3.64273, 1.85271)  -0.01
C (1.15807, 4.83414, -0.50938)  -0.06
C (0.66788, 3.65442, 0.08563)  -0.11
C (-3.06498, -2.52999, 1.25248)  -0.03
C (1.90608, 4.39400, -1.60141)  -0.07
B (2.48585, 2.04153, -2.64551)  -0.49
H (-5.48013, -4.48761, 4.42865)  0.10
H (-4.01925, -4.46208, 1.23140)  0.11
H (-4.87083, -5.61800, 3.16780)  0.08
H (3.11063, 2.64147, -3.48931)  0.12
H (1.56479, 1.64032, -5.37938)  0.12
H (0.98947, 5.86184, -0.19160)  0.09
H (6.11787, -0.57969, -0.97397)  0.09
H (1.04022, 1.47444, 2.02183)  0.00
H (-1.12899, -0.79620, -2.97599)  0.11
H (2.47000, 4.94178, -2.35571)  0.12
H (-0.61526, -0.06702, -5.61173)  0.09
H (0.58768, -1.11284, -0.25730)  -0.04
H (0.03325, 3.51915, 0.96161)  0.12
H (-3.58656, -2.62346, 5.10253)  0.12
H (2.15161, 0.07838, 1.85221)  -0.01
H (5.31733, 1.36538, -2.79023)  0.12
H (-2.94423, -2.50117, 0.17777)  0.12
H (-3.89090, -5.31423, 4.65173)  0.09
H (-2.51823, -0.68311, 4.06228)  0.12
H (3.76949, -1.17379, 0.39149)  0.11
H (0.40940, -0.19839, 2.18479)  -0.04

Forces on atoms 1 to 2 (eV/Å):
0.845 0.472 -0.325
-1.111 7.316 -2.979

Record 2
Here is C17H21BiN8O5S3 as an isolated structure from the OMol25 dataset. Energies are from ωB97M-V/def2-TZVPD.

Results
LUMO level = 4.21 eV
Total charge = -2
Orbital gap = 7.60 eV
Total energy = -2883.98803 a.u.

Each line ends with the Löwdin charge.
Cartesian coordinates (Å):
Bi (-0.64060, -0.39655, -2.01553)  1.66
S (-0.40017, 0.96348, -4.33732)  0.53
S (-0.03150, 1.09424, 4.13022)  0.49
S (0.89253, -1.74299, -4.08631)  0.50
O (-1.81276, -0.16076, 1.05184)  -0.09
O (0.21177, 3.41018, 0.04148)  0.01
O (0.46327, 1.42062, -0.94203)  -0.27
O (-4.77123, -0.70760, -2.76337)  0.05
O (-2.63348, -1.04369, -2.60013)  -0.29
N (1.33076, -5.49926, 2.79819)  0.05
N (1.32006, -3.38056, 1.60515)  0.01
N (-0.04402, 1.58234, -7.80800)  0.12
N (-2.35946, 1.32911, -1.38011)  -0.25
N (2.41739, -1.98657, -7.54367)  0.12
N (1.31678, 0.47868, 1.94701)  0.00
N (1.51227, -1.08917, 3.66539)  0.00
N (0.02467, -2.69872, -0.37686)  0.03
C (3.26117, 1.13102, 0.56481)  -0.07
C (0.53752, -0.39771, -5.00834)  -1.18
C (1.24373, -1.62316, 4.99271)  -0.27
C (0.67228, -3.13366, 0.48093)  -0.38
C (0.43673, 0.75043, -7.17695)  -0.31
C (2.37282, -0.03927, 1.01519)  -0.21
C (-3.26631, 1.30183, -0.18360)  -0.13
C (-2.54483, 1.06918, 1.13106)  -0.22
C (-0.17474, 2.51134, -0.70218)  -0.66
C (-3.65912, -0.22721, -2.68349)  -0.64
C (2.14825, -1.01260, 6.05654)  -0.09
C (-1.57002, 2.62342, -1.40966)  -0.09
C (1.73964, -1.25219, -6.98146)  -0.29
C (0.99845, 0.03734, 3.19298)  -0.82
C (1.29127, -4.51295, 2.22104)  -0.49
C (0.85712, -0.31599, -6.36757)  -0.42
C (-3.20992, 1.20197, -2.53548)  -0.20
H (1.31882, -2.65976, 5.01027)  0.09
H (-3.89924, 2.21072, -0.19940)  0.13
H (2.16965, 0.07527, 6.02246)  0.05
H (-1.30345, -0.21946, 1.86479)  0.04
H (3.86375, 0.70833, -0.21091)  0.06
H (-1.36083, 2.93941, -2.42494)  0.10
H (2.03879, -1.70536, 2.98550)  0.12
H (-3.30888, 1.00980, 1.85744)  0.10
H (3.83492, 1.45185, 1.42364)  0.07
H (1.93588, -0.51462, 0.17662)  0.06
H (2.84503, -0.90250, 1.56246)  0.11
H (-4.08645, 1.85154, -2.51054)  0.14
H (2.62242, 1.91373, 0.12348)  0.07
H (-1.92511, 1.93486, 1.40094)  0.11
H (0.78762, 1.27524, 1.61807)  0.08
H (-2.60082, 1.34936, -3.41592)  0.03
H (3.18424, -1.45837, 5.95106)  0.09
H (1.82547, -1.39072, 6.95603)  0.03
H (-2.07741, 3.45229, -0.94133)  0.11
H (-3.96795, 0.49076, -0.43726)  0.13
H (0.17326, -1.49693, 5.19509)  0.09

Forces on atoms 1 to 2 (eV/Å):
0.802 -0.538 0.017
0.441 -0.685 0.332

Record 3
Here is C17H21Br3F12O8 as an isolated structure from the OMol25 dataset. Energies are from ωB97M-V/def2-TZVPD.

Results
LUMO level = -0.42 eV
Orbital gap = 10.35 eV
Total energy = -10182.78867 a.u.

Each line ends with the Löwdin charge.
Cartesian coordinates (Å):
Br (-1.57303, 2.07574, 0.42434)  0.65
Br (-0.03949, 2.07185, 3.20881)  0.62
Br (-0.56612, -0.66117, 1.63047)  0.72
F (1.03979, -3.39907, 6.80903)  0.18
F (4.73999, -1.17816, -3.32449)  0.17
F (6.41252, -2.12601, -2.34045)  0.17
F (-0.31942, -1.71848, 6.88358)  0.17
F (-2.91016, -0.46579, -4.36654)  0.17
F (6.30815, 0.02964, -2.45934)  0.17
F (-4.39464, 0.08156, -2.88468)  0.17
F (-2.44901, 1.04483, -2.87755)  0.13
F (-0.55605, 6.99840, -5.58556)  0.17
F (0.58841, 8.09101, -4.11486)  0.18
F (-1.08421, -3.73773, 7.06697)  0.16
F (1.52667, 6.51319, -5.25620)  0.17
O (0.71928, 5.76166, -2.57165)  0.17
O (-1.07904, 5.22739, -3.81085)  0.04
O (-1.35617, -1.53990, -2.27168)  0.17
O (-1.29452, -2.43958, 4.39406)  0.14
O (-3.38869, -1.64128, -1.29101)  0.05
O (0.48425, -3.81635, 4.34462)  0.05
O (3.56326, -0.95235, -1.07669)  0.05
O (5.48304, -1.03340, 0.09742)  0.17
C (-3.09299, -0.11888, -3.08951)  -0.53
C (-2.91275, -2.56100, -0.31094)  -0.24
C (1.46614, -4.92789, 2.50261)  -0.06
C (2.79549, -0.77688, 0.11747)  -0.22
C (0.39641, 6.89180, -4.65524)  -0.55
C (-2.49486, -1.19856, -2.16249)  -0.40
C (5.58233, -1.08208, -2.30137)  -0.55
C (4.87433, -1.02567, -0.92946)  -0.40
C (2.86641, 0.62863, 0.68513)  -0.06
C (0.03991, 5.87651, -3.54645)  -0.40
C (-0.41166, -3.03653, 4.92551)  -0.40
C (-1.21152, 1.10693, 2.03716)  -1.60
C (-2.49704, 4.75888, -1.86378)  -0.06
C (-0.16670, -2.97507, 6.45332)  -0.54
C (0.42930, -3.92144, 2.92150)  -0.23
C (-1.48980, 4.20996, -2.88024)  -0.20
C (-3.72498, -2.40350, 0.95256)  -0.07
H (-3.53396, -1.41519, 1.38445)  0.06
H (-3.02161, -3.60188, -0.63069)  0.13
H (1.44128, -5.11985, 1.43114)  0.08
H (-1.95907, 5.29772, -1.09011)  0.08
H (2.49075, 0.64857, 1.70582)  0.05
H (-3.01684, 3.90020, -1.43114)  0.04
H (-4.78559, -2.51720, 0.75516)  0.08
H (3.18414, -1.44489, 0.89187)  0.12
H (1.77226, -1.05565, -0.10801)  0.08
H (-2.10929, 0.94346, 2.61449)  -0.02
H (-1.85485, -2.41745, -0.10578)  0.06
H (-0.54241, -4.17152, 2.49203)  0.13
H (3.90292, 0.96738, 0.73238)  0.08
H (0.69639, -2.95844, 2.47247)  0.07
H (2.33374, 1.35337, 0.06739)  0.08
H (-3.32846, -3.08013, 1.71038)  0.08
H (2.47735, -4.61973, 2.77750)  0.08
H (-0.65218, 3.78930, -2.31763)  0.11
H (1.33829, -5.88761, 3.01268)  0.08
H (-3.26220, 5.35819, -2.35318)  0.08
H (-1.87349, 3.40014, -3.49478)  0.11

Forces on atoms 1 to 2 (eV/Å):
-0.132 0.016 0.066
0.156 0.008 -0.021

Record 4
Here is C17H21BrMnNO2S2Si as an isolated structure from the OMol25 dataset. Energies are from ωB97M-V/def2-TZVPD.

Results
LUMO level (alpha / beta) = 2.82 / 2.82 eV
Total charge = -1
2S+1 = 6
Orbital gap (alpha / beta) = 7.08 / 7.17 eV
⟨S²⟩ = 8.758
Total energy = -5676.72700 a.u.

Each line ends with the Löwdin charge.
Cartesian coordinates (Å):
Br (-1.75482, 3.02287, -1.35652)  -0.04
Mn (-1.21142, 0.87397, -0.72112)  0.19
S (-4.22672, -1.67593, -2.57772)  0.57
S (-1.42542, -1.26413, -1.63922)  0.60
Si (-1.59802, 0.70357, 2.55528)  0.42
O (-2.51992, -3.51703, -1.76472)  -0.26
O (1.07138, 0.75907, -0.90402)  -0.12
N (-0.40432, 0.74827, 1.32208)  -0.13
C (-1.57092, 2.14557, 3.82268)  -0.18
C (3.71408, 0.08617, 1.58608)  -0.13
C (2.95548, 0.16267, 2.74098)  -0.12
C (2.50458, -0.11523, -4.13652)  -0.08
C (0.92478, 0.56017, 1.45838)  -0.32
C (1.82508, 0.85537, -2.05512)  -0.28
C (3.09608, 0.27417, 0.35708)  -0.03
C (1.59628, 0.38387, 2.68008)  -0.05
C (1.74568, 0.53617, 0.29858)  -0.18
C (-3.19832, 0.86517, 1.51118)  -0.19
C (-2.78632, -2.21473, -1.98342)  -1.34
C (1.76948, -0.19063, -2.96862)  0.00
C (-3.45252, -4.48313, -2.18442)  -0.15
C (2.58628, 1.98857, -2.32092)  -0.01
C (-1.68362, -0.93723, 3.54518)  -0.18
C (3.32268, 2.04887, -3.48902)  -0.09
C (3.29348, 0.99567, -4.38992)  -0.10
H (-3.83122, -4.25783, -3.18672)  0.06
H (-2.91192, -5.42833, -2.18172)  0.08
H (4.77348, -0.11703, 1.63448)  0.09
H (-1.65512, 3.10287, 3.31928)  0.02
H (-4.30662, -4.53513, -1.50322)  0.08
H (-3.31982, 1.88977, 1.15988)  0.00
H (-3.14512, 0.20317, 0.62528)  0.00
H (3.43488, 0.05267, 3.70488)  0.09
H (3.91778, 2.92737, -3.69922)  0.10
H (-0.65442, 2.17277, 4.40338)  0.01
H (1.13598, -1.03693, -2.74832)  0.08
H (-1.69702, -1.79683, 2.88268)  0.02
H (1.01288, 0.42657, 3.58638)  0.08
H (-4.09912, 0.59847, 2.05388)  0.02
H (-2.39782, 2.06977, 4.52288)  0.01
H (-0.83652, -1.06713, 4.21138)  0.01
H (3.67658, 0.22357, -0.55282)  0.11
H (3.87388, 1.04877, -5.30002)  0.09
H (2.58218, 2.81027, -1.61972)  0.13
H (2.45878, -0.92683, -4.84822)  0.10
H (-2.58492, -0.97193, 4.14918)  0.01

Forces on atoms 1 to 2 (eV/Å):
-0.370 1.413 -0.536
0.618 -0.643 1.420